22
Properties=species:S:1:pos:R:3:lowdin_charge:R:1 method="wB97M-V/def2-TZVPD" charge=-1 mol_weight_g_mol=132.25 homo_lumo_gap_ev=6.3637 spin_multiplicity=1 homo_ev=-2.76
C -0.25 -1.78 -0.57 -0.30
C -1.62 -1.85 0.06 -0.82
S -1.78 -2.77 1.57 0.22
C 0.68 -1.21 0.49 -0.33
N 0.90 0.31 -0.38 0.07
C -0.32 2.77 -2.25 -0.06
C 0.47 0.21 0.96 -0.49
C 1.39 0.68 2.07 -0.07
H -0.37 -1.09 -1.43 0.09
H 0.12 -2.74 -0.94 0.10
H -1.97 -0.80 0.08 0.05
H -2.40 -2.35 -0.50 0.01
H 1.69 -1.61 0.35 0.13
H 0.35 -1.76 1.39 0.06
H -1.23 3.01 -1.69 0.02
H -0.49 2.27 -3.19 0.00
H 0.16 3.74 -2.53 0.01
H 0.31 2.15 -1.60 -0.02
H -0.59 0.26 1.24 0.12
H 1.16 1.75 2.25 0.07
H 1.44 0.10 3.02 0.09
H 2.35 0.71 1.62 0.05